# 1
DFT (the ωB97M-V functional and the def2-TZVPD basis) results for the molecule C20H24N2O3.

Results
**ΔE to the lowest compared entry with this formula, charge and spin**: 49.06 kcal per mole
**HOMO-LUMO gap**: 0.3023 Ha
**SMILES**: Cc1ccc(OCCC(=O)N2CCN(c3ccc(O)cc3)CC2)cc1
**Total energy**: -1111.74969 hartree

The geometry in ORCA input format:
```
! wB97M-V def2-TZVPD RIJCOSX def2/J DEFGRID3
* xyz 0 1
C -8.19 -1.34 0.86
C -6.78 -1.07 0.43
C -5.93 -2.13 0.10
C -4.64 -1.90 -0.30
C -4.15 -0.59 -0.39
O -2.85 -0.49 -0.81
C -2.24 0.78 -0.88
C -1.85 1.33 0.50
C -0.57 2.14 0.43
O -0.59 3.36 0.43
N 0.60 1.46 0.38
C 0.79 0.03 0.32
C 1.55 -0.34 -0.97
N 2.81 0.36 -1.05
C 3.95 -0.20 -0.48
C 4.26 -1.55 -0.73
C 5.39 -2.14 -0.23
C 6.29 -1.40 0.54
O 7.40 -2.02 1.02
C 6.01 -0.07 0.79
C 4.86 0.52 0.29
C 2.59 1.79 -0.98
C 1.85 2.19 0.30
C -4.98 0.47 -0.07
C -6.29 0.22 0.33
H -8.73 -1.88 0.09
H -8.20 -1.95 1.76
H -8.72 -0.41 1.07
H -6.30 -3.14 0.16
H -3.98 -2.71 -0.56
H -2.87 1.50 -1.42
H -1.34 0.61 -1.49
H -2.62 2.00 0.88
H -1.75 0.50 1.21
H -0.16 -0.50 0.34
H 1.39 -0.28 1.18
H 1.71 -1.42 -0.99
H 0.95 -0.06 -1.84
H 3.60 -2.14 -1.36
H 5.61 -3.17 -0.44
H 7.93 -1.39 1.53
H 6.70 0.53 1.38
H 4.69 1.56 0.52
H 3.54 2.32 -1.07
H 1.97 2.07 -1.84
H 1.61 3.26 0.30
H 2.46 1.95 1.18
H -4.64 1.49 -0.13
H -6.92 1.06 0.58
*
```

Results of the Mulliken charge analysis, in e, for atoms 1 through 2: number 1, C, carries -1.394; number 2, C, carries 0.689

***

# 2
DFT (the ωB97M-V functional and the def2-TZVPD basis) results for a cluster of 5 separate species, C15H45N9O8P2 in total at a distorted geometry.

Results
**HOMO-LUMO gap**: 0.3031 Ha
**SMILES**: CN(C)P(=O)(N(C)C)N(C)C.CN(C)P(=O)(N(C)C)N(C)C.C[N+](=O)[O-].C[N+](=O)[O-].C[N+](=O)[O-]
**Total energy**: -2375.78363 hartree

The geometry in ORCA input format:
```
! wB97M-V def2-TZVPD RIJCOSX def2/J DEFGRID3
* xyz 0 1
C -1.08 3.47 -5.49
N -0.77 2.52 -4.43
C -1.19 1.15 -4.71
P -0.55 3.01 -2.86
O -0.11 1.89 -2.00
N 0.51 4.26 -3.05
C 0.68 5.24 -2.00
C 1.69 4.13 -3.89
N -1.92 3.72 -2.26
C -2.49 4.96 -2.76
C -2.66 3.05 -1.23
H -2.15 3.74 -5.49
H -0.87 3.00 -6.45
H -0.47 4.37 -5.41
H -0.91 0.52 -3.87
H -0.67 0.76 -5.59
H -2.27 1.06 -4.86
H 0.82 6.25 -2.41
H -0.20 5.34 -1.37
H 1.53 5.02 -1.34
H 2.57 3.80 -3.31
H 1.51 3.43 -4.70
H 1.91 5.10 -4.34
H -1.72 5.68 -3.02
H -3.16 4.79 -3.61
H -3.09 5.42 -1.97
H -2.20 2.09 -1.02
H -3.70 2.84 -1.52
H -2.65 3.61 -0.29
C 0.00 -5.08 2.80
N 0.61 -3.97 2.08
C -0.28 -2.82 2.04
P 1.36 -4.41 0.66
O 0.50 -5.01 -0.38
N 2.11 -3.00 0.21
C 2.38 -2.79 -1.19
C 2.74 -2.06 1.13
N 2.52 -5.50 1.13
C 3.59 -5.10 2.02
C 2.51 -6.85 0.55
H 0.77 -5.84 2.97
H -0.84 -5.53 2.26
H -0.33 -4.72 3.77
H -1.21 -3.03 1.49
H 0.18 -2.00 1.50
H -0.50 -2.48 3.05
H 2.23 -1.74 -1.45
H 3.42 -3.05 -1.45
H 1.71 -3.40 -1.79
H 3.83 -2.25 1.21
H 2.71 -1.05 0.70
H 2.29 -2.10 2.11
H 3.19 -4.42 2.77
H 3.96 -5.98 2.55
H 4.45 -4.66 1.50
H 3.31 -7.43 0.99
H 2.57 -6.83 -0.54
H 1.59 -7.39 0.80
C -4.86 -2.22 2.20
N -4.65 -2.97 3.48
O -5.49 -2.81 4.35
O -3.68 -3.68 3.58
H -5.69 -2.71 1.71
H -3.95 -2.34 1.63
H -5.03 -1.18 2.45
C 2.80 3.89 4.77
N 1.52 4.02 4.02
O 0.79 4.94 4.32
O 1.27 3.17 3.19
H 2.78 4.62 5.56
H 3.64 3.94 4.10
H 2.77 2.90 5.22
C -0.81 1.07 1.41
N -2.21 0.82 1.84
O -3.00 1.74 1.72
O -2.50 -0.29 2.27
H -0.84 1.62 0.47
H -0.27 0.14 1.28
H -0.34 1.65 2.20
*
```

Results of the Mulliken charge analysis, in e, for atoms 1 through 2: number 1, C, carries -1.042; number 2, N, carries 0.265

***

# 3
DFT (the ωB97M-V functional and the def2-TZVPD basis) results for the molecule ClH3NO2P at a distorted geometry.

Results
**ΔE to the lowest compared entry with this formula, charge and spin**: 62.49 kcal per mole
**HOMO-LUMO gap**: 0.3523 Ha
**SMILES**: NOP(O)Cl
**Total energy**: -1008.55345 hartree

The geometry in ORCA input format:
```
! wB97M-V def2-TZVPD RIJCOSX def2/J DEFGRID3
* xyz 0 1
N 0.20 1.14 1.18
O 0.70 0.15 0.33
P -0.48 -1.33 -0.24
O -0.98 -0.65 -1.63
Cl 0.93 -2.45 -0.97
H 0.70 1.03 2.07
H 0.53 2.01 0.76
H -1.59 0.09 -1.51
*
```

Results of the Mulliken charge analysis, in e, for atoms 1 through 2: number 1, N, carries -0.469; number 2, O, carries -0.305

***

# 4
DFT (the ωB97M-V functional and the def2-TZVPD basis) results for the molecule C3H6N2O2.

Results
**ΔE to the lowest compared entry with this formula, charge and spin**: 36.87 kcal per mole
**HOMO-LUMO gap**: 0.3994 Ha
**SMILES**: [H]/N=C\OCC(N)=O
**Total energy**: -377.90058 hartree

The geometry in ORCA input format:
```
! wB97M-V def2-TZVPD RIJCOSX def2/J DEFGRID3
* xyz 0 1
H 0.58 0.60 -1.24
N 1.47 0.99 -0.95
C 1.79 0.74 0.24
O 1.17 -0.01 1.19
C 0.05 -0.77 0.80
C -1.10 0.11 0.29
N -1.60 -0.26 -0.93
O -1.52 1.05 0.93
H 2.70 1.15 0.67
H 0.35 -1.53 0.06
H -0.29 -1.28 1.71
H -2.35 0.28 -1.33
H -1.24 -1.05 -1.45
*
```

Results of the Mulliken charge analysis, in e, for atoms 1 through 2: number 1, H, carries 0.395; number 2, N, carries -0.654

***

# 5
DFT (the ωB97M-V functional and the def2-TZVPD basis) results for a structure of composition C10H24IO2P2W at a distorted geometry.

Results
**ΔE to the lowest compared entry with this formula, charge and spin**: 0.00 kcal per mole
**⟨S²⟩**: 2.022
**HOMO-LUMO gap (alpha / beta)**: 0.2363 / 0.2284 Ha
**Total energy**: -1592.14380 hartree

The geometry in ORCA input format:
```
! wB97M-V def2-TZVPD RIJCOSX def2/J DEFGRID3
* xyz 3 3
C -0.15 -0.18 -1.99
I 1.74 0.13 1.65
H 0.94 -0.15 -2.22
H -0.74 0.64 -2.49
H -0.64 -1.05 -2.43
W -0.69 -0.26 0.09
P 0.16 2.14 -0.43
C -1.11 3.27 0.17
C 1.71 2.89 0.22
H 1.78 3.92 -0.15
H 0.70 3.79 -2.12
H 2.58 2.34 -0.17
H 1.29 2.18 -2.58
H -1.41 2.98 1.18
H 1.75 2.89 1.31
C 0.45 2.73 -2.15
H -0.67 4.28 0.17
H -0.43 2.60 -2.79
H -1.98 3.24 -0.50
P 0.07 -2.56 -0.16
C -1.19 -3.59 0.59
C 0.35 -3.29 -1.82
H 2.49 -2.48 0.23
H 1.81 -4.12 0.38
H 1.60 -2.95 1.71
C 1.64 -3.06 0.62
H 1.19 -2.79 -2.32
H 0.59 -4.35 -1.68
H -0.95 -4.62 0.30
H -2.19 -3.31 0.25
H -0.54 -3.20 -2.44
H -1.13 -3.49 1.68
C -2.65 -0.84 0.18
O -3.75 -1.27 0.10
C 0.73 1.38 3.27
C -2.13 0.46 1.38
O -2.89 0.92 2.18
H 1.51 1.60 3.98
H -0.09 0.82 3.83
H 0.26 2.37 2.93
*
```

Results of the Mulliken charge analysis, in e, for atoms 1 through 2: number 1, C, carries -1.436; number 2, I, carries 0.225

***

# 6
DFT (the ωB97M-V functional and the def2-TZVPD basis) results for a structure of composition C13H10BeF2N2O2.

Results
**HOMO-LUMO gap**: 0.3256 Ha
**Total energy**: -975.98865 hartree

The geometry in ORCA input format:
```
! wB97M-V def2-TZVPD RIJCOSX def2/J DEFGRID3
* xyz 0 1
Be -0.47 -1.64 0.04
F 4.44 -2.46 -0.01
C 3.46 -1.53 0.04
C 2.14 -1.93 -0.01
C 1.12 -0.99 0.03
C 1.46 0.37 0.12
C 2.81 0.72 0.17
F 3.17 2.02 0.30
C 3.83 -0.21 0.13
C 0.43 1.44 0.19
C 0.57 2.63 -0.52
C -0.41 3.60 -0.42
C -1.51 3.36 0.39
C -1.58 2.15 1.04
N -0.65 1.20 0.94
H 1.93 -2.99 -0.07
H 4.87 0.10 0.19
H 1.44 2.79 -1.13
H -0.32 4.54 -0.96
H -2.30 4.10 0.52
H -2.43 1.92 1.68
N -1.99 -1.01 -0.57
C -2.93 -2.15 -0.43
C -2.17 -3.34 0.18
O -2.72 -4.38 0.40
O -0.91 -3.05 0.41
H -2.23 -0.23 0.02
H -1.95 -0.66 -1.52
H -3.33 -2.45 -1.39
H -3.77 -1.89 0.22
*
```

Results of the Mulliken charge analysis, in e, for atoms 1 through 2: number 1, Be, carries -0.442; number 2, F, carries -0.328

***

# 7
DFT (the ωB97M-V functional and the def2-TZVPD basis) results for a structure of composition C20H17BrFeO5 at a distorted geometry.

Results
**⟨S²⟩**: 6.136
**HOMO-LUMO gap (alpha / beta)**: 0.2471 / 0.2640 Ha
**Total energy**: -4986.05137 hartree

The geometry in ORCA input format:
```
! wB97M-V def2-TZVPD RIJCOSX def2/J DEFGRID3
* xyz 0 5
C 4.66 -0.60 -0.20
C 3.36 -1.37 -0.26
O 2.53 -0.77 -1.26
C 1.36 -1.47 -1.41
C 0.51 -0.84 -2.38
C -0.59 -1.45 -3.00
C -1.04 -2.77 -2.63
C -2.19 -3.31 -3.18
C -2.94 -2.57 -4.11
Br -4.59 -3.24 -4.74
C -2.48 -1.32 -4.57
C -1.32 -0.79 -4.05
O 1.13 -2.47 -0.72
H 5.21 -0.90 0.69
H 5.29 -0.84 -1.07
H 4.51 0.49 -0.17
H 3.55 -2.42 -0.50
H 2.84 -1.31 0.71
H 0.89 0.09 -2.80
H -0.44 -3.34 -1.91
H -2.54 -4.29 -2.87
H -3.05 -0.77 -5.32
H -0.90 0.15 -4.43
O -0.32 3.48 5.50
C -0.42 2.86 4.53
Fe -0.36 1.71 3.19
C 0.91 0.76 3.98
O 1.62 0.07 4.61
C -1.56 0.85 4.18
O -2.32 0.25 4.84
C -0.43 0.35 1.12
C -1.73 0.73 0.77
C -2.35 1.86 1.23
C -1.77 2.75 2.17
C -0.48 3.36 1.93
C 0.51 2.69 1.25
C 0.61 1.28 1.38
H -0.13 -0.70 1.03
H -2.30 0.06 0.11
H -3.41 2.00 0.98
H -2.46 3.29 2.84
H -0.33 4.38 2.29
H 1.39 3.24 0.89
H 1.61 0.84 1.37
*
```

Results of the Mulliken charge analysis, in e, for atoms 1 through 2: number 1, C, carries -1.314; number 2, C, carries -0.110

***

# 8
DFT (the ωB97M-V functional and the def2-TZVPD basis) results for a cluster of 6 separate species, H12O6 in total.

Results
**ΔE to the lowest compared entry with this formula, charge and spin**: 49.53 kcal per mole
**HOMO-LUMO gap**: 0.4060 Ha
**SMILES**: O.O.O.O.O.O
**Total energy**: -458.59354 hartree

The geometry in ORCA input format:
```
! wB97M-V def2-TZVPD RIJCOSX def2/J DEFGRID3
* xyz 0 1
O -0.16 -0.55 0.70
H -0.13 -0.65 -0.26
H -0.96 -1.02 0.95
O 2.64 -3.38 -1.22
H 2.04 -2.84 -0.70
H 2.24 -3.42 -2.09
O -2.78 -1.52 4.04
H -2.53 -2.42 3.79
H -1.96 -1.02 3.98
O 2.92 2.43 1.70
H 2.75 1.51 1.90
H 2.62 2.91 2.48
O -1.00 3.34 -2.85
H -0.79 3.88 -3.62
H -0.15 3.06 -2.51
O -1.58 0.30 -2.08
H -1.02 -0.34 -1.62
H -2.18 -0.26 -2.59
*
```

Results of the Mulliken charge analysis, in e, for atoms 1 through 2: number 1, O, carries -0.585; number 2, H, carries 0.257

***

# 9
DFT (the ωB97M-V functional and the def2-TZVPD basis) results for a cluster of 12 separate species, C24H71O12 in total at a distorted geometry.

Results
**ΔE to the lowest compared entry with this formula, charge and spin**: 144.86 kcal per mole
**HOMO-LUMO gap**: 0.2505 Ha
**Total energy**: -1859.59610 hartree

The geometry in ORCA input format:
```
! wB97M-V def2-TZVPD RIJCOSX def2/J DEFGRID3
* xyz -1 1
C -0.59 -0.65 0.63
C 0.10 0.42 -0.22
O 0.11 0.20 -1.59
H -0.54 -0.40 1.70
H -0.17 -1.65 0.54
H -1.66 -0.67 0.39
H 1.10 0.65 0.18
H -0.50 1.34 -0.04
C -5.03 0.69 -1.90
C -3.63 0.86 -1.34
O -2.68 0.24 -2.21
H -5.66 1.22 -1.17
H -5.38 -0.34 -1.91
H -5.24 1.07 -2.90
H -3.60 0.43 -0.33
H -3.34 1.91 -1.30
H -1.80 0.45 -1.81
C -1.52 4.25 -1.09
C -0.38 3.93 -2.04
O -0.71 2.83 -2.85
H -2.44 4.57 -1.59
H -1.31 5.05 -0.37
H -1.78 3.37 -0.51
H 0.53 3.76 -1.46
H -0.19 4.79 -2.69
H -0.51 2.01 -2.36
C 4.22 -2.29 -4.50
C 3.13 -1.43 -5.13
O 2.04 -1.28 -4.26
H 5.02 -2.43 -5.25
H 3.83 -3.29 -4.29
H 4.66 -1.82 -3.62
H 2.73 -1.85 -6.05
H 3.56 -0.46 -5.41
H 2.27 -0.69 -3.52
C 2.23 -3.26 -0.79
C 1.12 -4.24 -0.51
O 0.14 -4.09 -1.52
H 1.86 -2.24 -0.89
H 2.72 -3.42 -1.76
H 3.04 -3.32 -0.06
H 0.74 -3.95 0.48
H 1.49 -5.27 -0.47
H -0.51 -4.79 -1.39
C -1.40 0.99 4.03
C -0.52 1.88 4.89
O -0.93 1.80 6.25
H -1.24 1.14 2.96
H -2.43 1.29 4.21
H -1.28 -0.05 4.34
H -0.58 2.91 4.52
H 0.54 1.67 4.75
H -1.45 2.57 6.48
C 2.08 -0.68 3.26
C 2.50 -1.97 2.58
O 2.36 -3.00 3.56
H 1.07 -0.70 3.67
H 2.15 0.26 2.71
H 2.73 -0.50 4.12
H 3.53 -1.89 2.22
H 1.85 -2.19 1.74
H 2.56 -3.82 3.09
C -3.70 -2.66 -1.12
C -4.00 -3.67 -2.21
O -2.83 -3.86 -2.98
H -3.00 -3.12 -0.41
H -4.63 -2.52 -0.57
H -3.34 -1.72 -1.55
H -4.75 -3.21 -2.87
H -4.37 -4.62 -1.80
H -2.89 -4.71 -3.43
C 0.58 2.33 2.66
C -0.77 2.96 2.36
O -1.54 3.11 3.54
H 1.29 3.10 2.96
H 0.99 1.92 1.73
H 0.53 1.47 3.33
H -1.39 2.31 1.75
H -0.72 3.90 1.79
H -1.17 3.80 4.10
C 5.34 -1.41 -0.08
C 4.73 -0.13 0.46
O 5.08 0.00 1.84
H 6.42 -1.37 0.07
H 5.15 -1.48 -1.15
H 4.93 -2.25 0.49
H 3.64 -0.11 0.36
H 5.12 0.68 -0.17
H 4.78 0.87 2.12
C -4.24 -0.29 2.10
C -5.29 0.23 1.14
O -6.55 -0.12 1.72
H -3.27 -0.28 1.60
H -4.45 -1.33 2.32
H -4.20 0.32 3.00
H -5.18 -0.23 0.15
H -5.18 1.30 0.91
H -7.23 0.07 1.06
C 3.22 2.87 -1.24
C 3.03 2.26 -2.62
O 2.83 0.86 -2.51
H 4.05 2.43 -0.69
H 2.31 2.74 -0.65
H 3.53 3.91 -1.42
H 3.94 2.39 -3.21
H 2.15 2.67 -3.13
H 2.06 0.66 -1.96
*
```

Results of the Mulliken charge analysis, in e, for atoms 1 through 2: number 1, C, carries 1.947; number 2, C, carries 3.078